# 1
A 10-piece molecular cluster, C34H93N7O13 overall, computed with ωB97M-V/def2-TZVPD.

Structure (XYZ):
```
147
Properties=species:S:1:pos:R:3:lowdin_charge:R:1
C -0.7789 6.1100 1.7670 -0.050
C -0.2902 7.2155 0.8651 -0.276
C -1.2301 8.4189 0.7234 -0.143
O -0.4247 9.5594 0.5002 -0.226
C -1.0457 10.7908 0.2605 -0.076
N 1.0818 7.6809 1.3495 0.227
H 1.3354 7.4822 2.3174 0.178
H 1.8273 7.3010 0.7708 0.169
H 1.1837 8.6963 1.2075 0.162
H -0.1177 5.2661 1.9767 0.081
H -1.7055 5.6606 1.4058 0.096
H -1.0511 6.4183 2.7802 0.104
H -0.0118 6.7830 -0.0957 0.146
H -1.7626 8.6538 1.6489 0.148
H -1.9065 8.3317 -0.1295 0.148
H -0.3987 11.5870 0.6280 0.104
H -1.9925 10.9855 0.7732 0.105
H -1.2405 10.9928 -0.7953 0.101
C -0.7382 1.9947 1.4748 -0.032
C -1.6046 0.7366 1.2874 -0.285
C -1.0913 -0.4570 0.5013 -0.195
O 0.2010 -0.7834 0.9896 -0.192
C 0.6649 -2.1092 0.6442 -0.044
N -1.8832 0.2005 2.6775 0.223
H -1.8176 0.8887 3.4298 0.161
H -2.8045 -0.2558 2.7569 0.109
H -1.1183 -0.4016 3.0060 0.111
H -0.2827 2.3670 0.5571 0.070
H 0.0303 1.8404 2.2321 0.090
H -1.4179 2.7588 1.8566 0.078
H -2.6156 1.0203 0.9873 0.126
H -0.9562 -0.3665 -0.5895 0.114
H -1.8547 -1.2443 0.4917 0.125
H 0.2474 -2.8156 1.3608 0.077
H 1.7329 -1.9172 0.7415 0.084
H 0.4037 -2.3333 -0.3947 0.080
C 1.8084 -5.3701 4.5538 -0.024
C 0.8743 -4.1982 4.1821 -0.294
C -0.4189 -4.6725 3.4997 -0.198
O -1.1347 -3.5076 3.1710 -0.201
C -2.3179 -3.8258 2.4384 -0.062
N 0.5371 -3.4890 5.4633 0.238
H 0.0929 -2.5658 5.3750 0.107
H -0.0667 -4.0773 6.0420 0.180
H 1.3424 -3.3931 6.0834 0.175
H 2.2122 -6.0136 3.7701 0.093
H 1.2350 -6.0221 5.2131 0.097
H 2.7654 -5.0168 4.9427 0.092
H 1.3326 -3.4630 3.5234 0.144
H -0.9439 -5.3936 4.1359 0.147
H -0.1772 -5.2083 2.5753 0.127
H -2.8194 -2.9390 2.0603 0.081
H -3.0201 -4.3751 3.0727 0.106
H -2.1102 -4.5741 1.6656 0.071
C -6.0023 2.1137 -3.5589 -0.029
C -6.4071 1.3264 -2.2778 -0.269
C -7.6173 0.3671 -2.5158 -0.148
O -7.9003 -0.3129 -1.3048 -0.178
C -8.2263 0.4616 -0.1772 -0.111
N -5.0969 0.6848 -1.7011 0.244
H -4.7703 0.1598 -2.5022 0.151
H -4.5307 1.5119 -1.5241 0.150
H -5.2135 0.2962 -0.7555 0.121
H -5.5859 3.0905 -3.2945 0.082
H -6.8576 2.4649 -4.1341 0.101
H -5.2806 1.4990 -4.0978 0.077
H -6.7350 2.0005 -1.4889 0.136
H -7.4978 -0.5343 -3.1162 0.145
H -8.4595 0.9990 -2.8060 0.144
H -7.4012 0.8655 0.4191 0.076
H -8.8042 -0.1902 0.4737 0.100
H -8.8429 1.3389 -0.4039 0.102
C 1.8600 -5.4525 -5.0960 -0.027
C 0.7654 -4.8840 -4.2192 -0.279
C 0.7157 -5.5825 -2.8962 -0.178
O -0.2347 -4.8358 -2.1355 -0.212
C -0.5628 -5.4616 -0.8923 -0.069
N 1.0983 -3.3954 -3.9451 0.200
H 1.8557 -3.1501 -3.2939 0.090
H 1.2805 -2.8665 -4.7920 0.150
H 0.3368 -2.9835 -3.4009 0.138
H 2.7452 -5.6665 -4.4913 0.096
H 2.3005 -4.8535 -5.8943 0.093
H 1.5453 -6.4074 -5.5165 0.105
H -0.2005 -4.8637 -4.7209 0.157
H 1.6910 -5.6096 -2.4060 0.134
H 0.3557 -6.5946 -3.0997 0.152
H -0.6654 -6.5322 -1.0734 0.103
H -1.5414 -5.1460 -0.5307 0.080
H 0.1870 -5.1832 -0.1505 0.079
C 0.1471 3.0957 -3.5533 -0.011
C 1.0334 2.1694 -4.4115 -0.277
C 2.1480 1.5342 -3.6103 -0.209
O 1.5908 0.6846 -2.6271 -0.217
C 2.5305 -0.2475 -2.0496 -0.006
N 0.2112 1.0126 -5.0103 0.244
H -0.0839 0.3984 -4.2483 0.157
H -0.6068 1.3184 -5.5340 0.179
H 0.8185 0.4225 -5.5802 0.172
H 0.7533 3.9814 -3.3729 0.099
H -0.0640 2.5369 -2.6420 0.079
H -0.7627 3.4096 -4.0635 0.092
H 1.5086 2.7126 -5.2277 0.163
H 2.8290 2.2610 -3.1616 0.140
H 2.7047 0.9005 -4.3142 0.137
H 3.4312 0.2954 -1.7792 0.072
H 2.5913 -1.0819 -2.7518 0.082
H 2.0173 -0.7059 -1.2062 0.079
C 8.4872 1.6839 -1.3295 -0.020
C 7.3245 0.6919 -1.2927 -0.255
C 6.8059 0.3446 0.0918 -0.178
O 5.4743 -0.1750 0.1578 -0.199
C 5.4466 -1.3875 0.9207 -0.060
N 6.1977 1.4740 -1.9884 0.198
H 6.1078 2.4731 -1.7764 0.171
H 6.2000 1.5690 -3.0062 0.174
H 5.2608 1.1625 -1.7200 0.115
H 9.3975 1.1201 -1.1190 0.109
H 8.3911 2.3499 -0.4696 0.096
H 8.6357 2.2473 -2.2477 0.097
H 7.4613 -0.1872 -1.9215 0.169
H 6.7082 1.2599 0.6863 0.140
H 7.5429 -0.2723 0.6070 0.151
H 5.6829 -1.2757 1.9808 0.106
H 6.2364 -2.0635 0.5820 0.107
H 4.4843 -1.8279 0.6912 0.055
C 0.5501 1.0339 6.2609 -0.034
C -0.3728 -0.1660 5.9680 -0.752
O -0.2768 -0.7106 4.8239 -0.144
O -1.0776 -0.5337 6.9133 0.001
H 1.4832 0.7471 6.7425 0.072
H 0.0470 1.8248 6.8173 0.072
H 0.8235 1.5841 5.3516 0.041
C 4.0908 -4.3756 -0.2814 -0.029
C 4.5119 -4.1234 -1.7385 -0.752
O 5.6320 -4.4394 -2.1429 -0.002
O 3.6025 -3.7259 -2.5367 -0.145
H 3.1950 -4.9949 -0.1832 0.058
H 3.7025 -3.4263 0.1008 0.013
H 4.7953 -4.7483 0.4595 0.080
C -6.8020 -0.9897 2.8385 -0.021
C -5.3208 -0.6149 2.6323 -0.734
O -4.6745 -0.3286 3.6499 -0.024
O -5.0355 -0.3541 1.4106 -0.144
H -6.9417 -1.8094 3.5438 0.078
H -7.3627 -1.2311 1.9390 0.046
H -7.2730 -0.1288 3.3164 0.085
```

Properties
- HOMO-LUMO gap (eV) = 4.598
- max |F| (eV/A) = 2.78
- spin multiplicity = 1
- LUMO energy (eV) = -9.59
- net charge = +4
- HOMO level (eV) = -14.189
- energy relative to the best compared isomer or geometry (same formula, charge and spin) (kcal/mol) = 47.4

# 2
A 2-piece molecular cluster, C2H7NS2 overall, computed with ωB97M-V/def2-TZVPD.

Structure (XYZ):
```
12
Properties=species:S:1:pos:R:3:lowdin_spin:R:1
S 0.5457 -0.6264 -1.9408 0.460
S -0.9129 -1.8102 -0.9427 0.445
H 0.0738 -0.2681 -3.1481 0.054
H -1.4933 -0.9096 -0.0957 0.033
C 1.1724 0.8759 2.3156 0.002
C -0.3733 2.6646 1.9601 0.000
N -0.1049 1.4531 1.8082 0.001
H 2.0574 1.2351 1.6385 0.003
H 1.0332 -0.1905 2.3140 0.001
H 1.1910 1.1861 3.3679 0.000
H -1.3701 2.9782 1.5746 0.000
H 0.3231 3.5409 2.1731 0.000
```

Properties
- HOMO-LUMO gap (alpha / beta) (eV) = 3.174 / 7.589
- max |F| (eV/A) = 2.91
- spin multiplicity = 2
- LUMO energy (alpha / beta) (eV) = 3.41 / 3.40
- net charge = -1
- HOMO level (alpha / beta) (eV) = 0.235 / -4.187
- energy relative to the best compared isomer or geometry (same formula, charge and spin) (kcal/mol) = 37.7
- ⟨S²⟩ = 0.7533